The following is a DFT calculation (the ωB97M-V functional and the def2-TZVPD basis) of a gas-phase ion, C10H11N4O (charge +1) in a non-equilibrium geometry.

Geometry (Å):
C1 -3.428 -0.924 0.208
C2 -2.948 0.162 0.978
C3 -2.441 -1.558 -0.460
C4 -1.613 0.630 0.870
C5 -1.106 -1.203 -0.596
C6 -0.676 0.017 0.042
C7 -0.300 -1.965 -1.431
C8 1.000 -2.019 -1.692
C9 0.637 0.640 -0.257
C10 1.971 1.537 1.544
N1 2.552 -1.708 0.240
N2 2.528 -0.587 0.673
N3 1.800 0.471 0.622
N4 1.705 -2.009 -2.817
O1 1.543 -2.420 -0.537
H1 -4.486 -1.205 0.310
H2 -3.534 0.666 1.633
H3 -2.710 -2.640 -0.719
H4 -1.474 1.674 1.179
H5 0.952 0.286 -1.247
H6 0.341 1.606 -0.332
H7 2.710 1.324 2.268
H8 2.153 2.649 1.198
H9 0.926 1.449 2.092
H10 1.266 -1.642 -3.658
H11 2.725 -2.070 -2.811

## Properties
total energy: -18541.650 eV
relative energy (zero: lowest compared OMol25 entry of this formula, charge and spin): 616.8 kJ/mol
M: 203.23 Da
LUMO (alpha / beta): -5.63 / -5.63 eV
charge: +1

These are the Mulliken partial charges, in e, on atoms 1 to 5:
1 C -0.8468
2 C -0.3483
3 C -0.1121
4 C -0.8473
5 C 0.8194